[1]
A molecular structure, C47H43CsI2N7O3PS. Source: OMol25; level of theory: ωB97M-V/def2-TZVPD.

Summary:
frontier orbital gap	3.312	eV

Structure (ORCA input):
```
! wB97M-V def2-TZVPD RIJCOSX def2/J DEFGRID3
* xyz -2 1
Cs -1.896 -4.163 0.390
I -1.386 -6.827 -7.883
C -1.812 -6.403 -5.855
C -2.543 -7.339 -5.111
C -2.643 -7.126 -3.743
I -3.316 -8.574 -2.444
C -2.335 -5.896 -3.131
O -2.393 -5.685 -1.873
C -1.636 -4.888 -3.999
C -1.391 -3.478 -3.383
N -0.319 -3.410 -2.374
C 0.994 -3.669 -2.888
C 2.009 -2.900 -1.988
C 3.379 -3.135 -2.088
C 4.199 -2.600 -1.129
C 3.693 -1.824 -0.126
C 2.287 -1.654 -0.081
N 1.531 -2.071 -1.092
C -1.304 -5.187 -5.331
H -2.887 -8.286 -5.546
H -2.349 -3.150 -2.966
H -1.249 -2.795 -4.250
H -0.275 -2.499 -1.893
H 1.147 -3.344 -3.945
H 1.130 -4.795 -2.825
H 3.658 -3.821 -2.897
H 5.227 -2.878 -1.205
H 4.369 -1.370 0.557
H 1.709 -1.201 0.671
H -0.816 -4.484 -6.055
N -1.532 1.200 7.468
C -0.599 0.596 6.766
S 1.051 0.529 7.055
N -1.109 -0.214 5.778
N -0.233 -1.097 5.413
C -0.195 -1.945 4.398
C 0.873 -2.940 4.308
C 1.883 -3.080 5.323
C 2.625 -4.175 5.556
C 2.547 -5.200 4.560
C 1.889 -5.007 3.357
C 0.781 -3.983 3.296
O -0.141 -4.097 2.382
H -1.332 1.708 8.317
H -2.501 1.113 7.203
H -0.910 -1.973 3.608
H 1.995 -2.245 6.039
H 3.174 -4.228 6.500
H 3.109 -6.162 4.618
H 1.976 -5.718 2.492
C -1.675 1.125 2.019
C -2.648 0.050 1.538
O -2.275 -1.141 1.298
N -3.871 0.376 1.180
C -4.798 -0.674 0.730
C -5.071 -1.714 1.764
C -5.465 -1.353 3.090
C -5.818 -2.309 3.977
C -5.763 -3.674 3.624
C -5.294 -3.913 2.301
N -4.973 -3.003 1.407
H -2.213 2.064 1.865
H -0.869 1.147 1.274
H -1.433 0.840 2.997
H -4.246 1.346 1.382
H -4.328 -1.274 -0.131
H -5.756 -0.211 0.399
H -5.487 -0.349 3.345
H -6.099 -2.055 4.972
H -5.985 -4.551 4.269
H -5.324 -4.970 1.982
C 4.585 4.306 -4.934
C 4.142 5.601 -4.568
C 3.205 5.746 -3.502
C 2.595 4.619 -2.964
C 3.110 3.363 -3.293
C 4.164 3.196 -4.226
P 1.409 4.640 -1.634
C 0.407 6.052 -2.247
C -0.002 6.181 -3.657
C -0.744 7.217 -4.079
C -1.313 8.081 -3.083
C -0.979 7.982 -1.770
C -0.090 6.948 -1.340
C 2.327 5.335 -0.312
C 3.178 6.418 -0.339
C 3.757 6.820 0.868
C 3.617 6.127 2.032
C 2.909 4.873 2.107
C 2.235 4.613 0.931
H 5.255 4.283 -5.744
H 4.409 6.417 -5.190
H 3.040 6.740 -3.157
H 2.756 2.481 -2.740
H 4.617 2.177 -4.397
H 0.419 5.537 -4.416
H -0.817 7.463 -5.158
H -2.028 8.787 -3.431
H -1.543 8.589 -1.088
H 0.330 6.912 -0.346
H 3.283 7.029 -1.169
H 4.387 7.665 0.801
H 4.179 6.397 2.903
H 2.895 4.293 3.030
H 1.562 3.729 0.881
*
```

---

[2]
A molecular structure, C47H43CsN11O5SSbSe. Source: OMol25; level of theory: ωB97M-V/def2-TZVPD.

Summary:
frontier orbital gap	3.911	eV

Structure (ORCA input):
```
! wB97M-V def2-TZVPD RIJCOSX def2/J DEFGRID3
* xyz -2 1
Cs -0.998 0.479 0.307
O -6.714 4.031 1.998
C -5.524 3.482 1.614
C -5.448 2.397 0.767
C -4.199 1.891 0.427
N -3.058 2.431 0.872
C -3.160 3.488 1.683
C -4.355 4.048 2.090
C -1.908 4.156 2.207
O -1.982 5.203 2.810
O -0.779 3.506 1.941
C -4.188 0.667 -0.505
O -5.177 0.584 -1.249
O -3.204 -0.123 -0.394
H -7.420 3.545 1.563
H -6.326 1.929 0.335
H -4.360 4.902 2.754
C 3.718 -0.128 -4.006
C 2.427 -0.805 -3.528
C 2.663 -1.788 -2.462
N 2.852 -2.570 -1.634
H 3.502 0.457 -4.902
H 4.493 -0.860 -4.247
H 4.105 0.550 -3.250
H 1.945 -1.325 -4.358
H 1.687 -0.053 -3.149
Se -3.414 -0.140 5.918
N -2.078 -0.288 7.078
C -0.992 -0.238 6.350
C 0.354 -0.301 6.862
C 1.353 -0.232 5.975
C 1.080 -0.119 4.551
N -0.100 -0.035 4.033
C -1.163 -0.093 4.910
N -2.401 -0.019 4.483
H 0.523 -0.382 7.927
H 2.387 -0.241 6.296
H 1.919 -0.055 3.865
S 3.852 2.296 3.469
C 2.806 3.425 2.660
N 1.439 3.172 2.741
C 0.436 4.166 2.545
C 0.951 5.227 1.661
C 2.275 5.298 1.456
N 3.244 4.489 2.027
H 1.189 2.383 3.308
H 0.052 4.543 3.484
H 0.246 5.934 1.242
H 2.668 6.080 0.812
N 1.514 -7.498 2.054
C 1.420 -8.872 1.983
C 2.040 -9.902 2.684
C 1.689 -11.193 2.333
C 0.751 -11.443 1.316
C 0.143 -10.409 0.627
C 0.484 -9.102 0.969
N 0.029 -7.897 0.446
C 0.661 -6.976 1.116
C 0.501 -5.519 0.934
C -0.435 -5.035 0.036
C -0.577 -3.664 -0.099
N 0.143 -2.784 0.598
C 1.048 -3.255 1.448
C 1.263 -4.608 1.647
H 2.087 -6.968 2.683
H 2.763 -9.708 3.468
H 2.146 -12.027 2.852
H 0.504 -12.468 1.069
H -0.580 -10.596 -0.159
H -1.038 -5.725 -0.539
H -1.301 -3.245 -0.793
H 1.634 -2.518 1.988
H 2.025 -4.919 2.351
C -3.592 -1.524 -3.545
Sb -1.844 -0.339 -3.017
C -2.764 1.483 -3.673
C -0.939 -0.774 -4.946
H -3.990 -1.192 -4.511
H -4.353 -1.377 -2.774
H -3.334 -2.589 -3.613
H -2.909 1.438 -4.756
H -2.116 2.323 -3.417
H -3.739 1.583 -3.180
H -1.705 -0.788 -5.727
H -0.438 -1.749 -4.919
H -0.196 0.000 -5.172
N 0.434 1.512 -2.636
C 0.992 2.637 -2.554
C 0.310 3.888 -3.125
C -0.380 4.761 -2.281
C -1.083 5.848 -2.792
C -1.095 6.091 -4.162
C -0.404 5.234 -5.012
C 0.291 4.144 -4.494
C 2.353 2.886 -1.887
C 2.826 1.965 -0.955
C 4.065 2.116 -0.352
C 4.874 3.200 -0.682
C 4.420 4.129 -1.606
C 3.162 3.981 -2.192
H -0.361 4.575 -1.209
H -1.624 6.508 -2.119
H -1.645 6.936 -4.563
H -0.409 5.414 -6.082
H 0.812 3.461 -5.159
H 2.189 1.122 -0.707
H 4.391 1.409 0.402
H 5.825 3.340 -0.180
H 5.031 4.993 -1.852
H 2.810 4.722 -2.901
*
```